Computed, not measured: a structure of composition C15H21Cl3MoNO2 in a non-equilibrium geometry, with ωB97M-V with the def2-TZVPD basis set.

The geometry in ORCA input format:
```
! RIJCOSX wB97M-V def2-TZVPD def2/J DEFGRID3
* xyz -2 4
C 0.396 -1.899 -2.096
C 0.710 -0.727 -2.881
C -0.331 0.248 -2.681
C 1.809 -0.641 -3.884
C -1.326 -0.336 -1.822
C -0.906 -1.683 -1.479
C -1.693 -2.602 -0.656
C 1.255 -3.121 -2.034
C -0.466 1.554 -3.374
C -2.660 0.237 -1.489
Mo 0.608 -0.200 -0.700
Cl 2.283 1.530 -1.289
Cl 2.347 -1.150 0.595
Cl -0.627 1.020 0.871
H 2.717 -1.131 -3.526
H 2.041 0.399 -4.113
H 1.507 -1.138 -4.817
H 0.472 2.106 -3.392
H -1.204 2.176 -2.873
H -0.792 1.402 -4.406
H -2.671 1.328 -1.512
H -2.992 -0.087 -0.502
H -3.389 -0.119 -2.223
H -2.627 -2.145 -0.314
H -0.801 -2.898 0.449
H -1.838 -3.587 -1.120
H 2.320 -2.846 -2.045
H 1.059 -3.756 -2.910
H 1.059 -3.687 -1.115
O 0.155 -2.923 0.875
H 0.002 -3.325 1.751
O -1.390 0.295 4.412
N -0.573 1.309 4.448
C 0.705 1.184 3.976
C 1.629 2.197 4.123
C 1.236 3.424 4.681
C -0.087 3.554 5.128
C -0.977 2.506 4.995
H 0.959 0.239 3.488
H 2.637 1.985 3.780
H 1.926 4.265 4.767
H -0.471 4.461 5.593
H -2.009 2.580 5.323
*
```

lowest unoccupied orbital energy (spin up / spin down): 0.17276 / 0.17264 Eh
HOMO (spin up / spin down): 0.03085 / 0.01980 hartree
DFT total energy: -2238.176626 a.u.
Kohn-Sham gap (spin up / spin down): 0.1419 / 0.1528 Ha
⟨S²⟩: 3.77

=====

Computed, not measured: an isolated molecule of C15H21ClN2O in a non-equilibrium geometry, with ωB97M-V with the def2-TZVPD basis set.

The geometry in ORCA input format:
```
! RIJCOSX wB97M-V def2-TZVPD def2/J DEFGRID3
* xyz 0 1
Cl 2.378 -5.034 1.005
O 2.231 -1.825 1.334
C -2.870 -1.214 -0.557
C -1.196 0.426 0.082
C 0.889 1.162 0.649
C 0.709 -0.020 1.231
C -2.267 -2.193 0.191
C -0.602 -0.515 0.863
N -2.433 0.120 -0.525
N -0.284 1.485 -0.057
C -3.193 1.163 -1.217
C -0.382 2.527 -1.073
C -1.800 -1.762 2.605
C 3.709 -3.755 1.243
C 3.069 -2.664 2.143
C 2.232 1.723 0.797
C 1.845 -0.577 1.950
C -1.217 -1.877 1.204
C 2.864 0.590 1.707
H -3.681 -1.440 -1.242
H -2.584 -3.211 0.034
H -3.212 2.073 -0.613
H -4.244 0.836 -1.403
H -2.775 1.375 -2.207
H -0.569 2.033 -2.029
H 0.563 3.041 -1.103
H -1.184 3.222 -0.826
H -2.453 -0.886 2.637
H -1.058 -1.645 3.411
H -2.373 -2.645 2.806
H 4.596 -4.196 1.702
H 3.999 -3.366 0.265
H 2.528 -3.072 2.967
H 3.844 -2.011 2.542
H 2.206 2.686 1.332
H 2.748 1.792 -0.150
H 1.601 -0.674 3.007
H -0.421 -2.632 1.183
H 3.795 0.212 1.204
H 3.182 0.990 2.684
*
```

lowest unoccupied orbital energy: 0.02853 Eh
HOMO: -0.24435 hartree
structure (SMILES): C[C@H]1C=CN(C)c2c1c1c(n2C)CC[C@@H]1OCCCl
DFT total energy: -1229.044747 a.u.
Kohn-Sham gap: 0.2729 Ha

=====

Computed, not measured: a structure of composition C15H21ErIN4O2Si in a non-equilibrium geometry, with ωB97M-V with the def2-TZVPD basis set.

The geometry in ORCA input format:
```
! RIJCOSX wB97M-V def2-TZVPD def2/J DEFGRID3
* xyz 1 4
Er 0.118 -0.931 -0.152
N 0.078 -0.693 2.231
N -0.506 -1.822 2.842
C -1.418 -2.561 1.953
O -2.000 -3.441 2.488
O -1.383 -2.154 0.683
H 0.974 -0.456 2.590
H -0.439 0.183 2.199
H -0.871 -1.579 3.703
C 0.546 3.166 -2.556
Si -0.617 1.708 -2.300
C 0.006 0.260 -3.390
C -2.347 2.227 -2.872
N -0.513 1.022 -0.673
C -1.291 1.526 0.441
C -2.638 1.148 0.604
C -3.355 1.702 1.689
C -2.711 2.507 2.650
C -1.390 2.836 2.502
C -0.696 2.337 1.389
H 0.342 3.559 -3.610
H 1.588 3.064 -2.493
H 0.124 3.974 -1.933
H 0.476 0.768 -4.256
H -0.703 -0.498 -3.756
H 0.735 -0.187 -2.795
H -2.245 3.081 -3.564
H -3.064 2.458 -2.114
H -2.679 1.460 -3.544
H -3.149 0.626 -0.189
H -4.421 1.491 1.850
H -3.315 3.000 3.454
H -0.837 3.428 3.292
H 0.324 2.568 1.199
I 5.697 -3.506 -1.992
C 4.124 -3.309 -0.709
C 4.252 -3.905 0.554
C 3.195 -3.768 1.450
C 2.160 -2.896 1.160
N 2.108 -2.282 -0.062
C 3.096 -2.431 -0.964
H 5.063 -4.625 0.683
H 3.191 -4.394 2.364
H 1.361 -2.666 1.864
H 3.029 -1.998 -1.913
*
```

lowest unoccupied orbital energy (spin up / spin down): -0.13733 / -0.13682 Eh
HOMO (spin up / spin down): -0.42886 / -0.42934 hartree
DFT total energy: -2555.805830 a.u.
Kohn-Sham gap (spin up / spin down): 0.2915 / 0.2925 Ha
⟨S²⟩: 3.75

=====

Computed, not measured: an isolated molecule of C15H21N3O2S, with ωB97M-V with the def2-TZVPD basis set.

The geometry in ORCA input format:
```
! RIJCOSX wB97M-V def2-TZVPD def2/J DEFGRID3
* xyz 0 1
C -6.855 0.349 1.829
C -6.412 -0.321 0.550
O -7.191 -0.943 -0.142
C -4.987 -0.182 0.174
C -4.584 -0.688 -1.065
C -3.279 -0.584 -1.482
C -2.324 0.036 -0.671
C -2.711 0.518 0.579
C -4.024 0.415 0.988
H -4.289 0.799 1.960
H -1.984 0.977 1.226
N -1.016 0.075 -1.135
C 0.005 0.932 -0.812
N 1.223 0.586 -1.308
C 2.358 1.469 -1.151
C 3.226 1.030 0.026
N 3.678 -0.334 -0.195
C 2.530 -1.212 -0.308
C 1.661 -0.781 -1.496
H 0.820 -1.468 -1.584
H 2.260 -0.825 -2.411
H 2.881 -2.232 -0.476
H 1.909 -1.200 0.608
C 4.625 -0.787 0.805
H 4.268 -0.586 1.833
C 6.011 -0.160 0.606
O 7.002 -0.841 1.336
H 6.788 -0.794 2.275
H 6.297 -0.250 -0.443
H 6.003 0.904 0.879
H 4.742 -1.869 0.694
H 4.092 1.688 0.093
H 2.641 1.119 0.958
H 1.998 2.486 -0.997
H 2.947 1.421 -2.072
S -0.238 2.348 0.004
H -0.867 -0.484 -1.966
H -2.985 -0.978 -2.445
H -5.328 -1.159 -1.690
H -6.347 -0.103 2.679
H -6.615 1.409 1.801
H -7.928 0.221 1.946
*
```

lowest unoccupied orbital energy: 0.00863 Eh
HOMO: -0.30407 hartree
structure (SMILES): CC(=O)c1ccc(NC(=S)N2CCN(CCO)CC2)cc1
DFT total energy: -1297.114780 a.u.
Kohn-Sham gap: 0.3127 Ha

=====

Computed, not measured: an isolated molecule of C15H21NO2 in a non-equilibrium geometry, with ωB97M-V with the def2-TZVPD basis set.

The geometry in ORCA input format:
```
! RIJCOSX wB97M-V def2-TZVPD def2/J DEFGRID3
* xyz 0 1
C -3.706 3.116 2.340
C -2.546 2.321 1.858
C -1.262 2.666 1.582
C -0.599 1.471 1.171
C -1.549 0.482 1.212
O -2.726 0.996 1.628
C -1.513 -0.960 0.842
H -0.730 -1.139 0.108
H -2.476 -1.246 0.423
H -1.333 -1.587 1.717
C 0.804 1.378 0.719
O 1.350 2.242 0.060
N 1.433 0.242 1.109
H 0.933 -0.430 1.665
C 2.738 -0.139 0.627
H 3.457 -0.136 1.455
H 3.044 0.622 -0.093
C 2.713 -1.533 -0.003
C 1.728 -1.720 -1.133
C 1.235 -0.728 -1.861
C 0.284 -0.912 -3.004
C 0.247 -2.358 -3.487
C 0.133 -3.291 -2.289
C 1.377 -3.160 -1.414
H 1.223 -3.694 -0.472
H 2.227 -3.635 -1.914
H 0.019 -4.326 -2.617
H -0.753 -3.024 -1.709
H -0.593 -2.505 -4.169
H 1.167 -2.584 -4.031
H 0.574 -0.247 -3.821
H -0.716 -0.600 -2.682
H 1.492 0.299 -1.651
H 3.718 -1.763 -0.369
H 2.486 -2.263 0.781
H -0.813 3.634 1.656
H -4.528 3.059 1.627
H -3.410 4.153 2.461
H -4.063 2.731 3.294
*
```

lowest unoccupied orbital energy: 0.02868 Eh
HOMO: -0.30612 hartree
structure (SMILES): Cc1cc(C(=O)NCCC2=CCCCC2)c(C)o1
DFT total energy: -789.419238 a.u.
Kohn-Sham gap: 0.3348 Ha

=====

Computed, not measured: an isolated molecule of C15H21NO4, with ωB97M-V with the def2-TZVPD basis set.

The geometry in ORCA input format:
```
! RIJCOSX wB97M-V def2-TZVPD def2/J DEFGRID3
* xyz 0 1
C -2.193 -0.906 -3.767
C -2.094 0.591 -4.018
H -1.908 0.803 -5.072
H -3.017 1.085 -3.695
O -0.995 1.190 -3.325
C -1.183 1.491 -2.033
O -2.194 1.239 -1.432
C 0.017 2.213 -1.464
C -0.197 2.576 0.017
N -0.363 1.467 0.923
H -1.123 0.874 0.610
C 0.820 0.704 1.241
C 0.575 -0.200 2.434
C 1.420 -0.157 3.534
C 1.210 -0.997 4.614
C 0.153 -1.890 4.604
C -0.691 -1.942 3.508
C -0.478 -1.107 2.426
H -1.133 -1.163 1.569
H -1.515 -2.641 3.492
H -0.012 -2.545 5.447
H 1.874 -0.952 5.465
H 2.248 0.536 3.545
C 1.368 -0.243 0.169
O 2.540 -0.492 0.039
O 0.398 -0.815 -0.550
C 0.798 -1.818 -1.487
C 1.464 -1.230 -2.724
H 0.826 -0.480 -3.184
H 2.412 -0.773 -2.453
H 1.653 -2.026 -3.440
H 1.484 -2.508 -0.985
H -0.127 -2.338 -1.744
H 1.625 1.407 1.486
H -1.105 3.181 0.094
H 0.649 3.177 0.362
H 0.172 3.119 -2.054
H 0.902 1.588 -1.594
H -2.338 -1.092 -2.706
H -3.043 -1.306 -4.312
H -1.289 -1.411 -4.100
*
```

lowest unoccupied orbital energy: 0.03152 Eh
HOMO: -0.32205 hartree
structure (SMILES): CCOC(=O)CCN[C@H](C(=O)OCC)c1ccccc1
DFT total energy: -939.922613 a.u.
Kohn-Sham gap: 0.3536 Ha

=====

Computed, not measured: a structure of composition C15H22Br37NSSi, with ωB97M-V with the def2-TZVPD basis set.

The geometry in ORCA input format:
```
! RIJCOSX wB97M-V def2-TZVPD def2/J DEFGRID3
* xyz 0 1
C 1.240 0.723 0.761
C 1.357 -0.791 0.686
Br 2.608 -1.241 -0.758
C 1.692 -1.482 2.000
Si 3.453 -1.368 2.647
N 4.065 0.274 2.769
S 4.813 -2.687 1.600
H 0.820 1.074 -0.185
H 2.194 1.230 0.889
H 0.520 0.986 1.538
H 0.391 -1.165 0.360
H 1.483 -2.553 1.912
H 1.021 -1.077 2.763
H 3.446 -1.873 4.028
H 4.299 0.670 1.864
H 4.911 0.228 3.332
H 5.569 -1.786 0.957
C 5.045 -2.019 -3.946
Br 4.505 -3.666 -3.108
Br 3.532 -1.044 -4.645
Br 6.101 -0.928 -2.762
H 5.669 -2.277 -4.789
C 2.660 2.642 -3.625
Br 0.775 2.872 -3.287
Br 3.370 4.084 -4.681
Br 3.643 2.399 -1.989
H 2.773 1.733 -4.197
C 4.277 7.487 -2.135
Br 5.934 6.769 -2.805
Br 3.199 8.216 -3.552
Br 3.298 6.164 -1.132
H 4.517 8.292 -1.457
C 1.032 -4.817 5.290
Br -0.111 -3.259 5.323
Br 2.555 -4.650 4.117
Br 1.618 -5.256 7.069
H 0.435 -5.646 4.935
C -3.864 -4.971 6.206
Br -2.560 -5.695 7.425
Br -3.284 -5.142 4.377
Br -5.604 -5.750 6.474
H -3.949 -3.915 6.416
C -3.810 -0.898 1.318
Br -5.566 -0.539 2.014
Br -3.081 0.673 0.474
Br -2.655 -1.618 2.690
H -3.914 -1.653 0.552
C 5.084 -7.061 9.339
Br 5.391 -8.883 9.881
Br 5.287 -6.839 7.437
Br 3.369 -6.424 9.948
H 5.837 -6.452 9.816
C -1.436 -1.189 -4.439
Br -2.257 -0.486 -6.034
Br -2.314 -0.562 -2.848
Br -1.328 -3.114 -4.478
H -0.424 -0.819 -4.410
C -0.730 9.105 -2.914
Br 0.190 9.796 -1.368
Br -0.124 9.946 -4.540
Br -0.600 7.188 -3.019
H -1.777 9.350 -2.799
C -8.468 2.026 0.385
Br -7.399 1.373 -1.080
Br -9.680 0.677 1.035
Br -7.369 2.727 1.804
H -9.065 2.842 0.007
C -4.860 6.417 -3.729
Br -4.346 6.794 -5.546
Br -3.992 4.834 -3.057
Br -4.571 7.940 -2.581
H -5.922 6.221 -3.728
C -3.584 -4.715 -7.272
Br -5.466 -4.542 -6.901
Br -3.009 -6.552 -7.190
Br -3.114 -3.899 -8.952
H -3.055 -4.182 -6.495
*
```

lowest unoccupied orbital energy: -0.01078 Eh
HOMO: -0.32762 hartree
DFT total energy: -96565.644330 a.u.
Kohn-Sham gap: 0.3168 Ha

=====

Computed, not measured: a structure of composition C15H22ClN5Ti in a non-equilibrium geometry, with ωB97M-V with the def2-TZVPD basis set.

The geometry in ORCA input format:
```
! RIJCOSX wB97M-V def2-TZVPD def2/J DEFGRID3
* xyz 2 1
C 0.125 0.196 -3.872
C 1.533 0.714 -4.131
C -0.098 -1.217 -4.397
C -0.994 1.173 -4.215
Cl -0.058 0.142 -1.662
H -0.073 -1.205 -5.498
H -1.084 -1.613 -4.114
H 0.700 -1.904 -4.080
H 1.671 0.878 -5.208
H 2.296 -0.018 -3.828
H 1.707 1.679 -3.636
H -1.020 1.364 -5.292
H -0.832 2.136 -3.711
H -1.971 0.755 -3.933
C 1.692 -1.571 1.944
C 0.825 -2.402 1.172
C 0.973 -2.054 -0.198
H 0.269 -3.253 1.550
C 1.942 -0.994 -0.274
C 2.375 -0.689 1.042
H 3.116 0.077 1.273
H 1.963 -1.746 2.992
H 0.462 -2.506 -1.046
H 2.256 -0.462 -1.161
C -2.116 0.669 1.574
C -1.970 -0.588 2.236
C -1.823 -1.593 1.238
H -2.101 -0.780 3.301
C -1.912 -0.967 -0.043
C -2.076 0.440 0.168
H -2.101 1.213 -0.595
H -2.330 1.636 2.015
H -1.793 -2.660 1.412
H -1.880 -1.465 -1.008
Ti 0.050 -0.211 0.797
N -0.545 3.212 5.064
N -0.127 2.035 4.442
N 1.056 1.545 4.846
C 1.347 0.745 3.834
N 0.453 0.829 2.780
N -0.415 1.778 3.125
H -1.558 3.274 5.129
H -0.235 3.173 6.021
H 2.302 0.235 3.945
*
```

lowest unoccupied orbital energy: -0.28304 Eh
HOMO: -0.57328 hartree
DFT total energy: -2167.549040 a.u.
Kohn-Sham gap: 0.2902 Ha